Record 1
{"formula": "C2H4NO3P", "method": "ωB97M-V with the def2-TZVPD basis set", "elements": ["C", "C", "N", "O", "O", "O", "P", "H", "H", "H", "H"], "positions_angstrom": [[2.477, -0.457, 0.110], [-1.265, -0.437, -0.214], [2.407, 0.783, 0.188], [3.475, 1.501, 0.153], [-2.121, -0.356, 1.226], [-3.277, 1.322, -0.549], [-3.110, -0.253, -0.088], [1.553, -1.010, 0.082], [3.312, -1.144, 0.280], [-1.132, -1.447, -0.259], [-2.318, 1.498, -0.929]], "forces_ev_per_a": [[-0.7, -3.7, 0.4], [-2.8, 3.1, 0.6], [-0.5, 2.4, -0.6], [1.3, 0.8, 0.5], [-0.1, 0.4, -0.9], [2.3, 1.0, -1.2], [1.6, -1.0, 0.6], [-0.6, 0.1, 0.1], [1.0, 0.6, -0.3], [0.8, -3.3, -0.2], [-2.2, -0.3, 1.2]], "nbo_charge": [-0.385, -0.592, -0.088, -0.756, -0.919, -1.062, 0.982, 0.154, 0.075, 0.092, 0.497], "total_energy_ha": -700.22645, "total_charge": -2, "orbital_gap_ha": 0.21003, "homo_energy_ev": 1.053}



Record 2
{"formula": "C2H4NO3P", "method": "ωB97M-V with the def2-TZVPD basis set", "elements": ["C", "C", "N", "O", "O", "O", "P", "H", "H", "H", "H"], "positions_angstrom": [[0.910, 0.534, 2.244], [1.204, -0.300, 1.135], [0.871, -0.751, 2.442], [-0.236, -1.360, -1.150], [0.059, 1.007, -1.429], [-2.281, -0.186, -1.201], [-0.880, -0.080, -0.435], [0.794, 1.453, 2.683], [0.800, -1.324, -1.265], [0.825, 1.353, -0.939], [-2.067, -0.346, -2.085]], "forces_ev_per_a": [[0.7, -3.3, -1.9], [-0.2, 0.4, 1.8], [0.3, 1.2, -0.5], [3.1, -1.6, -0.7], [-1.1, -0.2, 1.1], [-0.5, 1.1, 2.2], [1.7, 1.3, -0.8], [-0.4, 1.8, 1.3], [-3.2, 0.1, 0.6], [-0.5, -0.1, -0.1], [0.1, -0.6, -2.8]], "nbo_charge": [0.009, 0.004, -0.283, -1.039, -1.024, -0.968, 1.573, 0.219, 0.529, 0.490, 0.489], "total_energy_ha": -700.34221, "orbital_gap_ha": 0.34801, "homo_energy_ev": -9.481, "smiles": "C1=CN=1.OP(O)O"}



Record 3
{"formula": "C2H4NO4", "method": "ωB97M-V with the def2-TZVPD basis set", "elements": ["C", "C", "N", "O", "O", "O", "O", "H", "H", "H", "H"], "positions_angstrom": [[1.641, 0.398, 0.866], [-0.678, -0.341, -1.252], [-1.374, 0.656, -0.631], [-2.401, 0.210, 0.095], [1.331, -0.193, 2.043], [0.392, -0.079, 0.782], [-0.897, -1.568, -1.187], [2.557, -0.009, 0.245], [1.616, 1.512, 0.823], [-0.004, 0.078, -2.055], [-2.182, -0.665, 0.271]], "forces_ev_per_a": [[2.2, 1.7, -1.3], [-1.7, 1.4, -0.5], [3.2, 0.5, -3.1], [-2.0, 1.6, 1.2], [0.5, -0.3, 0.7], [-1.0, -1.0, 0.3], [-0.1, -0.3, 0.2], [-1.9, 0.2, 1.0], [0.4, -0.4, 0.3], [0.0, -0.1, 0.9], [0.3, -3.3, 0.6]], "nbo_charge": [0.221, 0.356, -0.314, -0.588, -0.372, -0.265, -0.799, 0.113, 0.121, 0.077, 0.450], "total_energy_ha": -434.13974, "total_charge": -1, "orbital_gap_ha": [0.23755, 0.23764], "homo_energy_ev": [-2.647, -2.649]}



Record 4
{"formula": "C2H4NO4P", "method": "ωB97M-V with the def2-TZVPD basis set", "elements": ["C", "C", "N", "O", "O", "O", "O", "P", "H", "H", "H", "H"], "positions_angstrom": [[1.552, -0.313, -0.798], [0.537, 0.266, 0.075], [2.788, -0.649, -0.465], [-2.598, 1.309, 1.367], [-3.080, 0.363, -0.940], [-1.681, -1.034, 0.721], [-0.678, 0.986, -0.369], [-2.123, 0.410, 0.246], [-0.074, -0.713, 0.482], [1.407, -0.489, -1.896], [2.845, -0.676, 0.659], [1.105, 0.540, 0.916]], "forces_ev_per_a": [[-2.2, 0.6, -4.2], [-2.9, -2.5, -1.0], [2.8, -0.3, 4.5], [0.7, -0.5, 0.0], [0.7, -0.6, 0.7], [0.6, -0.4, -0.1], [2.4, -0.1, 0.3], [-1.4, 1.7, -0.8], [-0.2, 0.3, 0.5], [-0.7, 0.3, 1.0], [-0.1, 0.0, -2.7], [0.1, 1.5, 1.9]], "lowdin_charge": [-0.481, -0.274, -0.135, -0.441, -0.425, -0.302, -0.267, 0.084, 0.118, 0.056, 0.000, 0.067], "multiplicity": 3, "total_energy_ha": -775.57505, "total_charge": -2, "orbital_gap_ha": [0.15327, 0.20336], "s_squared": 2.01, "homo_energy_ev": [3.038, -0.643]}



Record 5
{"formula": "C2H4NOS", "method": "ωB97M-V with the def2-TZVPD basis set", "elements": ["C", "C", "N", "O", "S", "H", "H", "H", "H"], "positions_angstrom": [[-0.340, -0.535, -0.194], [-0.453, 0.883, 0.180], [1.231, -0.636, -0.494], [1.818, -1.266, 0.377], [1.226, 1.477, -0.009], [-0.529, -1.113, 0.692], [-0.826, -0.998, -1.068], [-1.170, 1.329, -0.605], [-0.956, 0.859, 1.121]], "forces_ev_per_a": [[2.2, -1.6, -0.4], [-2.3, 1.1, -2.8], [-1.2, -0.7, -0.7], [0.5, -1.0, 0.6], [0.0, 1.4, 0.5], [0.1, -0.9, 0.2], [-0.1, 0.6, 0.2], [0.8, 0.1, 1.4], [0.0, 1.0, 0.9]], "nbo_charge": [-0.321, -0.551, 0.019, -0.530, -0.299, 0.167, 0.168, 0.168, 0.180], "total_energy_ha": -606.69489, "total_charge": -1, "orbital_gap_ha": [0.23517, 0.23506], "homo_energy_ev": [-2.117, -2.114], "smiles": "[O-]N1CCS1"}



Record 6
{"formula": "C2H4NP", "method": "ωB97M-V with the def2-TZVPD basis set", "elements": ["C", "C", "N", "P", "H", "H", "H", "H"], "positions_angstrom": [[0.942, -0.607, -0.308], [-0.173, 0.175, 0.314], [2.283, -0.168, -0.305], [4.190, 0.067, -0.075], [0.855, -1.407, -1.125], [-1.203, -0.270, 0.018], [-0.037, 1.175, -0.082], [-0.136, 0.073, 1.434]], "forces_ev_per_a": [[6.9, 0.9, -2.1], [-1.2, -1.8, 0.3], [-0.7, -1.2, 1.3], [-5.9, -0.7, -0.7], [-0.5, 0.9, 1.5], [1.8, 0.9, 0.2], [-0.4, 0.4, 0.5], [0.2, 0.6, -1.0]], "nbo_charge": [0.096, -0.687, -0.730, 0.397, 0.202, 0.228, 0.249, 0.243], "total_energy_ha": -474.54471, "orbital_gap_ha": [0.24415, 0.24379], "homo_energy_ev": [-7.566, -7.577]}



Record 7
{"formula": "C2H4NP", "method": "ωB97M-V with the def2-TZVPD basis set", "elements": ["C", "C", "N", "P", "H", "H", "H", "H"], "positions_angstrom": [[-1.185, -1.206, 0.464], [0.855, 1.245, -0.400], [-0.119, -1.806, 0.790], [-0.127, -1.247, -0.922], [-1.978, -0.772, 1.031], [1.707, 0.618, -0.153], [0.188, 1.305, 0.478], [0.660, 1.863, -1.287]], "forces_ev_per_a": [[1.1, -0.1, 0.2], [-1.7, -2.7, 0.3], [-0.6, 0.2, 0.2], [0.6, 1.9, -0.4], [-0.7, -0.1, 0.2], [0.5, 0.8, -0.5], [0.3, 0.4, -0.7], [0.6, -0.4, 0.6]], "nbo_charge": [-0.205, -0.724, -0.524, 0.635, 0.217, 0.205, 0.184, 0.211], "total_energy_ha": -474.55659, "orbital_gap_ha": [0.28928, 0.29927], "homo_energy_ev": [-7.730, -8.148]}



Record 8
{"formula": "C2H4NP", "method": "ωB97M-V with the def2-TZVPD basis set", "elements": ["C", "C", "N", "P", "H", "H", "H", "H"], "positions_angstrom": [[0.546, -0.201, -1.862], [0.554, 0.200, -0.729], [0.530, 0.542, 0.625], [-0.998, 0.106, 1.221], [0.483, -0.548, -2.896], [0.714, 1.488, 0.675], [-0.770, -0.432, 2.504], [-1.061, -1.154, 0.463]], "forces_ev_per_a": [[-0.2, -0.1, -0.7], [0.6, -0.1, 0.6], [0.8, -2.3, -2.3], [-2.4, -0.8, -0.2], [0.1, 0.4, 1.1], [0.5, 2.5, 0.5], [0.5, -0.3, 0.0], [0.0, 0.9, 1.0]], "nbo_charge": [-0.311, 0.123, -0.898, 0.499, 0.250, 0.397, -0.050, -0.010], "total_energy_ha": -474.60249, "orbital_gap_ha": 0.35158, "homo_energy_ev": -8.658, "smiles": "C#CNP"}